This record from the OMol25 dataset describes a molecular structure, C28H20BrN6O5Pb in a non-equilibrium geometry. The level of theory is ωB97M-V with the def2-TZVPD basis set.

XYZ file:
```
61
C28H20BrN6O5Pb, DFT ωB97M-V with the def2-TZVPD basis set
C -0.01 -0.17 -3.28
Pb -0.75 0.41 -0.32
O 0.66 0.76 4.24
H -1.25 -1.05 -6.33
C -0.76 3.59 0.85
C 0.18 3.38 3.39
C 0.09 -1.46 -2.70
H -3.61 -4.25 -0.34
H -0.13 3.34 -4.78
H 2.81 -3.72 4.04
C -2.47 -2.47 -0.08
C 0.30 2.10 -3.08
H 2.26 -1.37 3.49
N -1.73 -1.70 0.72
C -0.30 -2.56 -3.44
H 0.60 2.92 -2.44
N -0.37 2.40 1.28
C -0.69 4.73 1.63
O 1.09 -0.53 1.33
H -1.02 5.68 1.24
C -0.11 2.34 -4.40
C -1.49 -2.10 1.97
C -2.78 -4.09 1.64
H 0.53 3.22 4.40
H 1.70 -4.87 0.09
C -2.00 -3.29 2.46
N -2.78 1.16 -2.32
H -3.20 -5.01 2.01
Br 2.37 -6.28 2.56
O -2.57 -0.02 -1.97
C 0.10 2.29 2.53
H -1.18 3.61 -0.15
N 0.47 -1.53 -1.36
H -1.47 -0.66 3.51
C 0.35 0.95 3.10
H -0.93 1.41 -6.15
N 0.00 -0.14 2.22
C 1.56 -1.81 1.52
C 2.42 -3.46 3.07
H -1.80 -3.59 3.48
H -1.12 -3.28 -5.29
C -0.46 -0.03 -4.62
C 2.11 -2.15 2.76
H -0.11 -1.78 3.59
H -2.64 -2.08 -1.07
C -0.53 1.27 -5.15
H 1.35 -3.38 -1.54
H -0.29 -3.55 -3.01
C -3.01 -3.67 0.34
C -0.79 -2.41 -4.75
C -0.22 4.63 2.93
C -0.87 -1.17 -5.33
O -3.39 1.41 -3.32
H -0.17 5.48 3.58
C 1.46 -2.77 0.50
C -0.73 -1.19 2.90
C 2.18 -4.44 2.11
O -2.27 2.05 -1.61
C 1.79 -4.09 0.84
N 0.32 0.91 -2.53
C 1.07 -2.55 -0.88
```

Calculated values
**DFT total energy**: -4550.2737 Eh
**Molecular weight**: 807.6 g mol⁻¹
**HOMO-LUMO gap**: 0.2672 Eh
**Charge**: +1